Entry P
Here is a single C3H5ClOS molecule from the Open Molecules 2025 dataset. Energies are from wB97M-V/def2-TZVPD.

Last column: natural (NBO) charge in e.
Cartesian coordinates (Å):
O1 0.85425 2.00556 -0.26365  -0.6841
C1 0.09103 1.05766 0.41050  0.0709
C2 -0.66604 0.04761 -0.39470  -0.3975
S1 -2.32493 -0.46180 0.00481  0.0049
C3 0.45130 -0.38754 0.52604  -0.2780
Cl1 1.94610 -0.95290 -0.12763  0.0022
H1 1.66639 2.17360 0.28819  0.4803
H2 -0.53544 1.39593 1.30841  0.1806
H3 -0.42721 -0.02532 -1.46444  0.2539
H4 -2.93651 0.47094 -0.73986  0.1274
H5 0.25625 -0.77790 1.55854  0.2394

Summary:
charge: 0
HOMO: -9.28 eV
SMILES string: O[C@H]1[C@H](S)[C@H]1Cl
Kohn-Sham gap: 0.36721 Ha
spin multiplicity: 1

***

Entry Q
Here is a single C3H5ClOS molecule from the Open Molecules 2025 dataset. Energies are from wB97M-V/def2-TZVPD.

Last column: natural (NBO) charge in e.
Cartesian coordinates (Å):
O1 0.48325 2.44212 -0.31527  -0.4755
C1 0.14601 1.41726 0.16214  0.4469
C2 0.31518 0.02943 -0.49597  -0.4882
S1 1.89754 -0.79104 -0.21183  0.0348
C3 -0.73814 -0.84944 -0.00806  -0.3566
Cl1 -2.43377 -0.21095 -0.21651  -0.0961
H1 -0.43612 1.34765 1.10665  0.1089
H2 0.29892 0.07381 -1.62609  0.2577
H3 1.91712 -0.68884 1.11052  0.1135
H4 -0.69439 -0.98293 1.05482  0.2152
H5 -0.75559 -1.78706 -0.56041  0.2395

Summary:
charge: 0
HOMO: -9.76 eV
SMILES string: O=C[C@@H](S)CCl
Kohn-Sham gap: 0.37359 Ha
spin multiplicity: 1

***

Short version: entry Q is the most stable of them.

***

Entry P
Here is a gas-phase ion, C2H3N2O2 (charge -1) from the Open Molecules 2025 dataset. Energies are from wB97M-V/def2-TZVPD.

Last column: natural (NBO) charge in e.
Cartesian coordinates (Å):
C1 0.14603 -0.12350 0.49563  -0.5426
C2 0.12824 -0.22085 -0.77221  -0.0226
N1 1.45236 -0.85027 -1.46107  -0.4639
N2 1.16176 -1.36895 -2.63522  0.5648
O1 2.00872 -2.21654 -3.06354  -0.5742
O2 0.10587 -1.18567 -3.22935  -0.5596
H1 -0.63160 0.30684 0.99686  0.1839
H2 1.11292 -0.32265 0.88038  0.2064
H3 -0.68232 0.05045 -1.59008  0.2077

Summary:
charge: -1
HOMO: -3.67 eV
SMILES string: C=CN=[N+]([O-])[O-]
Kohn-Sham gap: 0.29208 Ha
spin multiplicity: 1

***

Entry Q
Here is 2 unconnected molecules or ions with the total composition C2H3N2O2 from the Open Molecules 2025 dataset. Energies are from wB97M-V/def2-TZVPD.

Last column: natural (NBO) charge in e.
Cartesian coordinates (Å):
C1 0.18425 -0.55298 1.30130  0.7420
C2 -0.50532 -0.17541 -1.11715  -0.1060
N1 -0.03340 1.08310 -0.59579  -0.4106
N2 0.33842 -0.13108 0.04014  -0.3623
O1 1.10423 0.92115 2.83856  -0.8934
O2 -0.21538 -1.64381 1.63789  -0.6447
H1 -1.56545 -0.36937 -0.97457  0.1774
H2 -0.07974 -0.58984 -2.02674  0.1639
H3 0.77240 1.45824 -1.10364  0.3336

Summary:
charge: -1
HOMO (spin up / spin down): -2.76 / -2.74 eV
Kohn-Sham gap (spin up / spin down): 0.23801 / 0.23756 Ha
spin multiplicity: 1

***

Entry R
Here is 2 unconnected molecules or ions with the total composition C2H3N2O2 from the Open Molecules 2025 dataset. Energies are from wB97M-V/def2-TZVPD.

Last column: natural (NBO) charge in e.
Cartesian coordinates (Å):
C1 2.64836 0.25209 -0.52340  1.0459
C2 -1.90466 -0.30448 0.24885  -0.6420
N1 0.24747 0.50601 0.33900  -0.5055
N2 -0.35047 -0.55143 0.26651  -0.2735
O1 3.17607 -0.23010 0.39874  -0.5882
O2 2.49906 0.74588 -1.55106  -0.5777
H1 -2.01494 0.08043 1.29057  0.1862
H2 -2.36991 -1.12532 -0.18342  0.1713
H3 -1.93099 0.62692 -0.28580  0.1834

Summary:
charge: -1
HOMO (spin up / spin down): -0.99 / -0.99 eV
Kohn-Sham gap (spin up / spin down): 0.18060 / 0.18061 Ha
spin multiplicity: 1

***

Entry S
Here is a gas-phase ion, C2H3N2O2 (charge -1) from the Open Molecules 2025 dataset. Energies are from wB97M-V/def2-TZVPD.

Last column: natural (NBO) charge in e.
Cartesian coordinates (Å):
O1 2.23433 -0.93382 -0.27529  -0.6903
C1 1.62579 0.01623 0.02284  0.6912
N1 1.38348 1.26501 0.07975  -0.5408
N2 0.36433 0.30120 0.61542  -0.4953
C2 -0.74280 0.10262 -0.24094  0.0926
O2 -1.75536 -0.66476 0.34091  -0.7454
H1 -1.03270 1.08170 -0.51012  0.1298
H2 -0.60272 -0.48643 -1.28336  0.0941
H3 -1.47435 -0.68174 1.25079  0.4642

Summary:
charge: -1
HOMO: -3.20 eV
SMILES string: [O-]C1=NN1CO
Kohn-Sham gap: 0.27613 Ha
spin multiplicity: 1

***

Short version: entry R is the most stable of them.

***

Entry P
Here is a molecular structure, C20H27ClIN3O4OsSi from the Open Molecules 2025 dataset. Energies are from wB97M-V/def2-TZVPD.

Last column: natural (NBO) charge in e.
Cartesian coordinates (Å):
Os1 0.31300 -0.28081 -0.64341  1.4854
C1 -2.61162 -2.47079 -1.30751  -0.6684
C2 -1.63712 -2.13338 -2.37962  0.3059
C3 -1.73269 -2.59519 -3.70231  -0.2299
C4 -0.79657 -2.23581 -4.64321  -0.0858
C5 0.29372 -1.41085 -4.31356  -0.2409
C6 0.33276 -0.99691 -3.01838  0.3362
N1 -0.61064 -1.33719 -2.10801  -0.3951
N2 1.23168 -0.22052 -2.22618  -0.6813
Si1 2.85720 0.54567 -2.69748  1.7542
C7 2.42801 1.75146 -4.03637  -1.1368
C8 3.92988 -0.86367 -3.23325  -1.1421
C9 3.36004 1.33315 -1.09589  -1.1546
H1 -3.11628 -3.40898 -1.52610  0.2611
H2 -3.37143 -1.68970 -1.24139  0.2564
H3 -2.11911 -2.53619 -0.33862  0.2501
H4 -2.55241 -3.25009 -3.96084  0.2585
H5 -0.88691 -2.60740 -5.65521  0.2590
H6 1.04964 -1.13811 -5.03364  0.2618
H7 2.00899 1.27074 -4.92117  0.2523
H8 3.33987 2.26412 -4.35135  0.2789
H9 1.72616 2.51153 -3.69074  0.2564
H10 3.61851 -1.29492 -4.18503  0.2558
H11 3.95896 -1.65821 -2.48610  0.2619
H12 4.95175 -0.49931 -3.36228  0.2782
H13 2.60133 2.03232 -0.73008  0.2435
H14 4.27324 1.91496 -1.23573  0.2852
H15 3.56454 0.58803 -0.32533  0.2582
N3 -3.03469 2.29047 -0.84868  -0.7144
C10 -2.19399 1.56164 -0.15120  0.6992
O1 -1.21889 1.01738 -0.74700  -0.6693
C11 -2.37508 1.42782 1.32311  -0.6576
I1 -3.87319 -0.03919 1.71120  0.2121
H16 -2.92567 2.40001 -1.84621  0.4333
H17 -3.81209 2.74894 -0.39672  0.4377
H18 -2.71129 2.36017 1.77019  0.2757
H19 -1.45703 1.09220 1.79407  0.2823
C12 -1.88960 -0.64368 5.26803  -0.6351
C13 -1.05264 0.38568 4.57233  -0.0526
C14 -1.39654 1.73069 4.56747  -0.2125
C15 -0.59956 2.67210 3.92619  -0.0614
Cl1 -1.10912 4.32678 3.87973  0.0335
C16 0.58056 2.30156 3.30958  -0.2386
C17 0.93946 0.95675 3.29520  -0.3307
C18 0.11455 0.01560 3.90041  0.3478
O2 0.36910 -1.33958 3.87611  -0.4775
C19 1.24123 -1.80077 2.89252  -0.1760
C20 0.76766 -1.38952 1.52077  0.7907
O3 1.61013 -1.25998 0.53414  -0.6148
O4 -0.40968 -1.07796 1.23136  -0.6402
H20 -2.77908 -0.18887 5.69835  0.2310
H21 -1.32511 -1.12349 6.06785  0.2466
H22 -2.19300 -1.43003 4.57622  0.2289
H23 -2.29913 2.05115 5.07167  0.2443
H24 1.21790 3.04870 2.85720  0.2419
H25 1.88080 0.67116 2.84368  0.2204
H26 1.25580 -2.89203 2.93894  0.2641
H27 2.27370 -1.45766 3.01224  0.2273

Summary:
charge: +2
HOMO: -13.50 eV
Kohn-Sham gap: 0.19693 Ha
spin multiplicity: 1

***

Entry Q
Here is a molecular structure, C20H27ClIN3O4OsSi from the Open Molecules 2025 dataset. Energies are from wB97M-V/def2-TZVPD.

Last column: natural (NBO) charge in e.
Cartesian coordinates (Å):
Os1 1.71213 -1.07420 -0.64456  1.5318
C1 2.48204 -2.13121 3.32594  -0.6612
C2 2.16195 -0.73402 2.92010  0.2994
C3 2.07573 0.31426 3.87004  -0.1902
C4 1.69306 1.58336 3.47324  -0.1202
C5 1.37586 1.82287 2.14489  -0.1989
C6 1.49227 0.74970 1.25428  0.3178
N1 1.90970 -0.48225 1.65670  -0.4193
N2 1.24648 0.73325 -0.06633  -0.6146
Si1 0.22441 1.83557 -1.08998  1.7313
C7 0.84810 3.59975 -0.97711  -1.1262
C8 -1.54004 1.61123 -0.48106  -1.1292
C9 0.55876 1.06925 -2.78228  -1.0939
H1 3.28970 -2.15765 4.05634  0.2573
H2 2.73318 -2.74201 2.46199  0.2274
H3 1.59557 -2.56240 3.79935  0.2707
H4 2.30435 0.10250 4.90559  0.2597
H5 1.63012 2.38643 4.19525  0.2605
H6 1.06165 2.79734 1.79992  0.2560
H7 0.56026 4.10014 -0.05201  0.2559
H8 0.40325 4.17159 -1.79439  0.2819
H9 1.93285 3.66368 -1.08217  0.2557
H10 -1.56801 1.33089 0.57246  0.2669
H11 -2.05911 0.83121 -1.04181  0.2734
H12 -2.10024 2.53979 -0.60529  0.2787
H13 1.45461 1.49344 -3.23934  0.2609
H14 -0.26839 1.23417 -3.47311  0.2890
H15 0.69702 -0.02459 -2.71801  0.1899
N3 5.66913 -0.51396 -2.18838  -0.6953
C10 4.83750 -0.66071 -1.18280  0.6966
O1 3.59246 -0.63455 -1.40380  -0.7275
C11 5.41136 -0.83383 0.18560  -0.6281
I1 5.30458 1.08743 1.15542  0.2022
H16 5.30867 -0.36012 -3.12030  0.4381
H17 6.66959 -0.51572 -2.06437  0.4382
H18 6.45791 -1.11738 0.17465  0.2669
H19 4.82715 -1.53180 0.77714  0.2586
C12 -4.42111 -1.59929 -2.93060  -0.6299
C13 -4.48025 -0.81013 -1.65798  -0.0324
C14 -5.27383 0.31569 -1.52929  -0.2076
C15 -5.33049 1.02755 -0.33570  -0.0597
Cl1 -6.31136 2.43008 -0.21017  0.0401
C16 -4.59184 0.60192 0.75756  -0.2414
C17 -3.78040 -0.51441 0.64777  -0.2558
C18 -3.71151 -1.21663 -0.55223  0.2541
O2 -2.91592 -2.30545 -0.76475  -0.4812
C19 -2.11894 -2.80178 0.27578  -0.1583
C20 -0.89629 -1.88858 0.46950  0.7734
O3 -0.77780 -1.12756 1.40353  -0.5863
O4 -0.02397 -1.96666 -0.52345  -0.6913
H20 -5.04373 -1.14556 -3.69810  0.2289
H21 -4.76057 -2.62281 -2.76283  0.2373
H22 -3.39673 -1.66872 -3.30193  0.2154
H23 -5.86799 0.64996 -2.37020  0.2364
H24 -4.65436 1.14443 1.69092  0.2346
H25 -3.18896 -0.82195 1.49987  0.2220
H26 -1.78315 -3.78457 -0.05050  0.2260
H27 -2.65639 -2.87698 1.22104  0.2155

Summary:
charge: +2
HOMO (spin up / spin down): -12.37 / -12.37 eV
Kohn-Sham gap (spin up / spin down): 0.11152 / 0.10802 Ha
spin multiplicity: 1

***

Short version: entry P is the most stable of them.

***

Entry P
Here is a single C3H4O3S molecule from the Open Molecules 2025 dataset. Energies are from wB97M-V/def2-TZVPD.

Last column: natural (NBO) charge in e.
Cartesian coordinates (Å):
O1 -1.31517 0.81126 0.52767  -0.5502
C1 -0.15680 0.61952 0.18470  0.3104
S1 1.02640 1.89721 -0.10995  0.0560
C2 0.41888 -0.79373 0.01208  0.4699
O2 1.60680 -0.91693 -0.17726  -0.4689
C3 -0.55892 -1.93975 0.17262  -0.1660
O3 -1.76326 -1.72345 -0.53864  -0.6980
H1 0.11172 2.88638 0.11380  0.1504
H2 -0.73445 -2.09866 1.23575  0.1956
H3 -0.05876 -2.83563 -0.20184  0.2136
H4 -2.18688 -0.99078 -0.09917  0.4872

Summary:
charge: 0
HOMO: -9.95 eV
SMILES string: O=C(S)C(=O)CO
Kohn-Sham gap: 0.33413 Ha
spin multiplicity: 1

***

Entry Q
Here is a molecular structure, C3H4O3S from the Open Molecules 2025 dataset. Energies are from wB97M-V/def2-TZVPD.

Last column: natural (NBO) charge in e.
Cartesian coordinates (Å):
C1 -0.02441 -0.15946 0.21262  -0.3532
C2 -0.28676 1.12300 -0.15010  0.5956
C3 1.12267 -1.12706 0.17776  -0.6309
O1 -2.47403 -1.83280 -0.66682  -0.5919
O2 -1.55318 1.23389 0.11629  -0.6081
O3 0.56739 2.09361 -0.41966  -0.6354
S1 -1.71627 -0.33836 0.72044  1.0310
H1 0.89154 -2.13846 -0.20613  0.2413
H2 1.55255 -1.19880 1.10938  0.2141
H3 1.80700 -0.62876 -0.38108  0.2279
H4 0.11350 2.97320 -0.51270  0.5097

Summary:
charge: 0
HOMO (spin up / spin down): -8.78 / -8.93 eV
Kohn-Sham gap (spin up / spin down): 0.28639 / 0.29527 Ha
spin multiplicity: 1

***

Short version: entry P is the most stable of them.